This record from the OMol25 dataset describes a molecular structure, C32H60I2NO13S5. The level of theory is the ωB97M-V functional and the def2-TZVPD basis.

Element x y z (Å)
C1 1.733 -1.204 1.952
C2 1.947 -1.534 0.406
I1 1.490 0.077 -1.011
C3 2.418 -2.807 -0.049
I2 2.655 -3.045 -2.233
N1 2.744 -3.885 0.906
C4 4.245 -4.002 0.924
C5 4.800 -5.375 0.285
O1 5.313 -6.213 1.123
O2 4.677 -5.629 -1.082
O3 2.134 -5.067 0.549
C6 1.244 -5.374 1.675
C7 0.000 -6.307 1.288
C8 -0.312 -7.205 2.623
C9 -1.366 -5.524 0.953
C10 -1.190 -4.007 0.463
C11 -0.791 -3.895 -1.114
C12 -2.680 -3.332 0.560
H1 2.336 -0.294 2.290
H2 1.995 -2.085 2.655
H3 0.603 -1.009 2.129
H4 4.663 -3.107 0.316
H5 4.634 -3.825 2.002
H6 0.952 -4.426 2.258
H7 1.895 -5.992 2.413
H8 0.327 -7.041 0.474
H9 -1.453 -7.341 2.772
H10 0.050 -6.546 3.507
H11 0.206 -8.221 2.605
H12 -2.124 -5.540 1.815
H13 -1.872 -6.093 0.076
H14 -0.525 -3.356 1.126
H15 -0.335 -2.886 -1.389
H16 -1.808 -3.947 -1.675
H17 -0.189 -4.794 -1.486
H18 -3.473 -4.137 0.371
H19 -2.786 -2.389 -0.088
H20 -2.791 -3.044 1.680
C13 -6.492 -1.673 -2.599
C14 -6.868 -0.193 -2.709
C15 -6.075 0.563 -1.641
S1 -4.578 -0.379 -1.371
O4 -4.601 -0.899 -0.023
O5 -3.451 0.358 -1.895
C16 -4.973 -1.705 -2.497
H21 -6.848 -2.247 -3.457
H22 -6.938 -2.101 -1.695
H23 -6.597 0.179 -3.702
H24 -7.943 -0.039 -2.584
H25 -5.814 1.570 -1.972
H26 -6.620 0.611 -0.697
H27 -4.588 -2.649 -2.109
H28 -4.508 -1.476 -3.458
C17 -3.212 4.128 1.764
C18 -4.383 5.112 1.698
C19 -4.616 5.449 0.224
S2 -4.062 4.026 -0.707
O6 -2.915 4.411 -1.497
O7 -5.210 3.358 -1.285
C20 -3.491 3.081 0.694
H29 -3.118 3.675 2.753
H30 -2.277 4.652 1.541
H31 -5.279 4.640 2.114
H32 -4.186 6.014 2.282
H33 -5.670 5.630 0.015
H34 -4.022 6.309 -0.088
H35 -2.610 2.502 0.418
H36 -4.301 2.413 0.998
C21 7.374 -1.058 -1.113
C22 6.376 -1.290 -2.247
C23 5.207 -0.328 -2.033
S3 5.874 1.084 -1.160
O8 5.280 1.136 0.158
O9 5.888 2.230 -2.045
C24 7.535 0.453 -1.006
H37 8.330 -1.549 -1.306
H38 6.970 -1.459 -0.178
H39 6.858 -1.076 -3.208
H40 6.032 -2.327 -2.277
H41 4.777 0.001 -2.979
H42 4.431 -0.775 -1.409
H43 7.968 0.774 -0.059
H44 8.121 0.847 -1.840
C25 9.015 -1.332 4.650
C26 7.849 -0.345 4.572
C27 7.612 -0.030 3.094
S4 8.159 -1.469 2.182
O10 9.305 -1.100 1.383
O11 7.010 -2.140 1.622
C28 8.730 -2.394 3.597
H45 9.110 -1.770 5.646
H46 9.952 -0.815 4.417
H47 6.952 -0.807 4.998
H48 8.050 0.565 5.142
H49 6.557 0.152 2.884
H50 8.208 0.824 2.766
H51 9.608 -2.980 3.329
H52 7.919 -3.054 3.914
C29 -7.955 8.085 -3.577
C30 -6.481 7.870 -3.923
C31 -5.656 8.762 -2.993
S5 -6.623 8.958 -1.501
O12 -7.011 10.345 -1.382
O13 -5.983 8.241 -0.420
C32 -8.036 8.021 -2.057
H53 -8.595 7.334 -4.044
H54 -8.278 9.071 -3.928
H55 -6.217 6.821 -3.757
H56 -6.275 8.097 -4.972
H57 -4.697 8.306 -2.745
H58 -5.497 9.752 -3.425
H59 -8.952 8.456 -1.657
H60 -7.918 6.996 -1.700

Its total energy is -4874.2946 a.u. The frontier orbital gap comes out at 0.20624 Eh. The net charge is -1. The calculation puts the lowest unoccupied orbital energy at 0.05393 hartree. Its maximum force is 0.126 Eh/bohr.

These are the Löwdin partial charges, in e, on atoms 1 to 99:
1 C -0.17
2 C -0.69
3 I 0.73
4 C -0.63
5 I 0.84
6 N -0.20
7 C -0.09
8 C -0.55
9 O -0.12
10 O -0.25
11 O -0.14
12 C -0.15
13 C -0.28
14 C -0.10
15 C -0.17
16 C -0.36
17 C -0.11
18 C -0.12
19 H 0.07
20 H 0.08
21 H 0.07
22 H 0.10
23 H 0.12
24 H 0.13
25 H 0.14
26 H 0.14
27 H 0.07
28 H 0.08
29 H 0.08
30 H 0.10
31 H 0.13
32 H 0.11
33 H 0.03
34 H 0.07
35 H 0.07
36 H 0.08
37 H 0.06
38 H 0.09
39 C -0.23
40 C -0.22
41 C -0.23
42 S 0.65
43 O -0.33
44 O -0.32
45 C -0.23
46 H 0.11
47 H 0.12
48 H 0.12
49 H 0.11
50 H 0.06
51 H 0.11
52 H 0.10
53 H 0.11
54 C -0.22
55 C -0.21
56 C -0.24
57 S 0.68
58 O -0.31
59 O -0.35
60 C -0.22
61 H 0.12
62 H 0.12
63 H 0.12
64 H 0.12
65 H 0.09
66 H 0.10
67 H 0.12
68 H 0.11
69 C -0.23
70 C -0.21
71 C -0.28
72 S 0.65
73 O -0.34
74 O -0.34
75 C -0.23
76 H 0.12
77 H 0.07
78 H 0.11
79 H 0.10
80 H 0.10
81 H 0.00
82 H 0.09
83 H 0.11
84 C -0.23
85 C -0.22
86 C -0.22
87 S 0.68
88 O -0.31
89 O -0.32
90 C -0.23
91 H 0.11
92 H 0.12
93 H 0.12
94 H 0.11
95 H 0.11
96 H 0.11
97 H 0.11
98 H 0.11
99 C -0.22